Record 1
Entry from OMol25: a molecular structure, C27H59N10O6Y (the ωB97M-V functional and the def2-TZVPD basis).

The geometry in XYZ format:
```
103
Properties=species:S:1:pos:R:3:forces:R:3:lowdin_charge:R:1
Y -0.02641 -0.01642 -0.07016 -0.3 0.2 -0.2 1.612
C 2.06804 3.06721 4.54935 0.0 0.1 0.0 -0.029
N 1.75953 1.91268 3.71424 0.0 0.0 -0.1 -0.132
C 2.07241 0.63728 4.33418 0.0 -0.1 0.0 -0.033
C 1.15795 2.02843 2.50409 -0.2 0.0 0.1 -0.384
N 0.25404 1.16672 2.04256 0.3 0.2 0.1 -0.018
C -0.57806 0.54333 3.07701 0.0 -0.1 0.1 -0.216
C -1.97520 0.29231 2.54099 -0.1 -0.1 0.1 -0.145
N -2.01241 -0.54164 1.31575 0.0 0.0 0.0 -0.239
C -2.01051 -1.98796 1.64722 0.0 0.0 0.1 -0.162
C -0.64762 -2.50935 2.08008 -0.1 0.0 0.1 -0.199
N 0.42405 -2.09411 1.17310 0.0 0.3 0.0 -0.014
C 1.37092 -2.99241 0.92232 0.1 0.2 0.1 -0.376
N 1.10833 -4.32799 0.86635 0.0 -0.2 0.0 -0.156
C -0.12683 -4.83304 0.30572 0.0 -0.1 0.0 -0.045
C 2.00104 -5.33851 1.41170 0.0 0.0 0.0 -0.034
N 2.65088 -2.62773 0.71514 -0.1 -0.1 0.1 -0.123
C 3.17482 -1.34928 1.13740 0.0 0.1 0.0 -0.040
C 3.56652 -3.38662 -0.12879 0.0 0.0 -0.1 -0.022
C -3.20622 -0.22609 0.50173 -0.1 0.0 0.1 -0.171
C -3.22086 1.19967 -0.01409 -0.1 0.1 0.0 -0.204
N -2.00814 1.58321 -0.75803 -0.1 -0.1 0.0 0.077
C -2.13672 2.66670 -1.47139 0.0 -0.1 0.0 -0.378
N -3.16484 3.55179 -1.31263 0.3 0.0 0.2 -0.141
C -3.78351 4.25995 -2.42192 -0.1 0.0 -0.2 -0.027
C -3.51738 4.07567 0.00252 0.0 0.0 0.0 -0.036
N -1.14068 2.96350 -2.44485 -0.1 0.1 0.0 -0.175
C -0.72513 4.37337 -2.48046 0.0 0.0 0.0 -0.038
C -1.38962 2.45999 -3.80384 0.1 -0.1 -0.1 -0.037
N 1.48042 3.12710 1.77199 0.1 0.0 0.0 -0.137
C 0.46091 3.90898 1.10094 0.0 0.0 -0.1 -0.040
C 2.79139 3.75267 1.82945 0.0 0.0 0.0 -0.041
H 1.68736 2.87772 5.55392 0.0 0.0 0.0 0.104
H 1.57303 3.95321 4.16359 0.0 0.0 0.0 0.093
H 3.14226 3.24762 4.61483 0.0 0.0 0.0 0.100
H 3.09842 0.67006 4.70420 0.0 0.0 0.0 0.107
H 1.99069 -0.16189 3.60777 0.0 -0.1 0.0 0.065
H 1.41000 0.42396 5.17670 0.0 0.0 0.0 0.103
H -0.68131 1.20904 3.94146 0.0 0.0 0.0 0.137
H -0.14833 -0.37840 3.46203 0.0 0.0 0.0 0.075
H -2.41657 1.25834 2.31183 0.0 0.0 0.0 0.109
H -2.59499 -0.17290 3.31749 0.0 0.0 0.0 0.141
H -2.34697 -2.51861 0.75835 0.0 0.0 0.0 0.103
H -2.73359 -2.17793 2.44981 -0.1 0.0 -0.1 0.137
H -0.73036 -3.59157 2.19892 0.0 0.1 -0.1 0.108
H -0.42736 -2.14591 3.08689 0.0 0.0 0.0 0.104
H -0.71485 -4.00248 -0.07949 0.0 0.0 0.0 0.061
H -0.71628 -5.37836 1.04932 0.0 0.0 0.0 0.100
H 0.09820 -5.52244 -0.51276 0.0 0.0 0.0 0.104
H 2.81670 -4.86514 1.95065 0.0 0.0 0.0 0.095
H 2.41701 -5.97755 0.63035 0.0 0.0 0.0 0.097
H 1.44262 -5.96589 2.10940 0.0 0.0 0.0 0.099
H 4.08371 -1.49680 1.72525 0.0 0.0 0.0 0.106
H 2.43145 -0.83948 1.74284 0.0 0.0 0.0 0.046
H 3.41545 -0.73713 0.26468 0.0 0.0 0.0 0.085
H 4.37350 -3.82681 0.45897 0.0 0.0 0.0 0.101
H 3.97986 -2.71102 -0.87704 0.0 0.0 0.0 0.084
H 3.02862 -4.17142 -0.64955 0.0 0.0 0.0 0.095
H -4.12176 -0.37024 1.09274 0.0 0.0 0.0 0.146
H -3.23599 -0.93802 -0.32104 0.0 0.0 0.0 0.106
H -3.38786 1.86832 0.82811 0.0 0.0 0.0 0.076
H -4.10065 1.32728 -0.65491 0.0 -0.1 0.0 0.141
H -3.63340 3.72381 -3.35559 0.0 0.1 0.0 0.086
H -3.42901 5.28754 -2.52188 0.0 0.0 0.0 0.093
H -4.85822 4.29661 -2.24008 0.0 0.0 0.0 0.107
H -2.74458 3.82433 0.72801 0.0 0.0 0.0 0.082
H -4.48505 3.71613 0.35882 0.0 0.0 0.0 0.101
H -3.56137 5.16448 -0.06676 0.0 0.0 0.0 0.105
H -0.61442 4.75554 -1.46784 0.0 0.0 0.0 0.091
H -1.41529 5.01070 -3.03236 0.0 0.0 0.0 0.083
H 0.24334 4.43159 -2.97619 0.0 0.0 0.0 0.084
H -1.98174 1.55374 -3.76224 0.0 0.0 0.0 0.078
H -0.44249 2.22706 -4.28825 0.0 0.0 0.0 0.094
H -1.91216 3.20656 -4.40793 0.0 0.0 0.0 0.092
H 0.20616 4.79388 1.69526 0.0 0.0 0.0 0.107
H -0.42420 3.30060 0.94151 0.0 0.0 0.0 0.060
H 0.83717 4.23686 0.13475 0.0 0.0 0.0 0.063
H 2.79569 4.66734 2.42652 0.0 0.0 0.0 0.097
H 3.09614 4.01476 0.81543 0.0 0.0 0.0 0.085
H 3.51908 3.05790 2.24082 0.0 0.0 0.0 0.103
O -1.85079 -3.28065 -2.94470 0.0 0.2 0.0 0.192
C -1.45255 -2.10547 -2.49975 0.0 0.0 0.0 -0.435
O -1.34351 -1.84272 -1.31565 0.2 0.1 0.0 0.014
C -1.21916 -1.09535 -3.59780 0.0 0.0 0.0 -0.095
O -0.24710 -0.16059 -3.22691 0.0 0.0 0.0 -0.168
C 1.07998 -0.49447 -3.63344 0.1 0.0 0.0 -0.065
C 1.97063 -0.97962 -2.48697 0.0 0.0 0.0 -0.608
O 3.08359 -1.37937 -2.74872 0.0 0.0 0.0 0.092
O 1.46267 -0.85518 -1.30581 0.3 -0.4 -0.2 -0.199
H -2.05518 -3.85743 -2.19378 0.0 -0.1 0.1 0.145
H -2.17739 -0.57454 -3.71557 0.0 0.0 0.0 0.146
H -0.99547 -1.59452 -4.54232 0.0 0.0 0.0 0.151
H 1.07856 -1.23921 -4.43141 0.0 0.0 0.0 0.144
H 1.53798 0.41220 -4.03787 0.0 0.0 0.0 0.140
C 2.67500 3.35281 -2.17154 0.0 0.0 0.0 -0.053
C 2.41472 2.07300 -1.41119 0.1 0.0 0.0 -0.249
O 1.02751 1.90559 -1.07257 -0.2 -0.2 0.2 -0.201
H 3.74294 3.45942 -2.35633 0.0 0.0 0.0 0.097
H 2.33754 4.23564 -1.62738 0.0 0.0 0.0 0.069
H 2.18363 3.33548 -3.14638 0.0 0.0 0.0 0.077
H 2.94915 2.05714 -0.45917 0.0 0.1 0.0 0.111
H 2.76797 1.21671 -1.98546 0.0 0.0 0.0 0.101
H 0.38824 2.25717 -1.74097 0.1 0.1 0.0 0.054
```
Forces are in eV/Å.

As for the spin multiplicity: 1. As for the HOMO energy: -13.46 eV. Its charge is +2. The orbital gap is 9.37 eV.

Record 2
Entry from OMol25: a single C17H22N4O4 molecule (the ωB97M-V functional and the def2-TZVPD basis).

The geometry in XYZ format:
```
47
Properties=species:S:1:pos:R:3:forces:R:3:nbo_charge:R:1
C 2.65754 3.15821 -1.24113 -0.1 0.1 -0.1 -0.618
H 2.87098 3.21952 -0.17687 0.1 0.0 0.1 0.223
H 3.47855 3.62387 -1.78053 0.1 0.0 0.0 0.219
C 1.34843 3.86416 -1.58006 0.1 -0.2 0.2 -0.398
H 1.40020 4.90501 -1.25868 -0.1 0.1 -0.1 0.225
H 1.19232 3.84048 -2.66013 -0.1 0.1 0.0 0.205
C 0.13758 3.21951 -0.88588 -0.2 0.6 -0.1 0.025
N 0.00261 1.82097 -1.22784 -0.1 0.2 -0.3 -0.626
C 0.24205 0.99442 -0.18929 -0.2 0.1 -0.1 0.809
O 0.28995 -0.21209 -0.19243 0.0 -0.4 0.1 -0.647
N 0.41354 1.80729 0.93465 0.1 -0.2 0.2 -0.467
C 0.39266 3.13536 0.62139 -0.1 0.0 -0.3 0.717
O 0.52846 4.04916 1.39154 0.1 0.2 0.0 -0.579
C 0.73161 1.26820 2.23858 -0.2 0.0 0.1 -0.341
C 1.92697 0.34234 2.05674 -0.2 0.0 0.1 0.702
O 3.00562 0.74698 1.69383 0.1 0.2 0.0 -0.583
N 1.72873 -0.99962 2.25165 0.4 -0.6 0.2 -0.654
C 0.54167 -1.70787 2.51242 0.4 0.2 0.1 0.812
O -0.41149 -1.23313 3.08265 -0.4 0.1 0.1 -0.638
N 0.62466 -3.00080 2.12719 0.1 -0.4 -0.2 -0.613
H 1.37068 -3.28985 1.51362 0.0 0.1 0.0 0.395
C -0.52530 -3.87858 2.18982 -0.1 0.0 0.2 -0.264
C -1.03527 -4.26429 0.82431 0.0 -0.1 0.0 0.043
C -1.50583 -5.55049 0.59419 0.0 0.1 0.1 -0.243
C -1.98910 -5.90911 -0.65175 -0.1 -0.1 0.0 -0.205
C -1.99944 -4.98563 -1.68302 0.0 0.0 -0.1 -0.221
C -1.52909 -3.70281 -1.45986 0.0 0.0 0.0 -0.191
C -1.05074 -3.33956 -0.21304 0.0 0.0 0.1 -0.244
H -0.68955 -2.33482 -0.05076 0.0 0.1 0.0 0.240
H -1.53463 -2.97702 -2.25942 0.0 0.1 -0.1 0.211
H -2.37299 -5.26590 -2.65691 0.0 0.0 -0.1 0.212
H -2.35422 -6.91195 -0.81820 0.0 -0.1 0.0 0.212
H -1.49710 -6.27430 1.39702 0.0 -0.1 0.1 0.208
H -0.26127 -4.77580 2.76029 -0.1 0.1 0.0 0.199
H -1.29838 -3.33170 2.73974 0.1 -0.1 0.0 0.250
H 2.53549 -1.55177 1.98247 -0.1 0.2 0.0 0.406
H 1.01230 2.11417 2.87155 0.0 -0.2 -0.1 0.262
H -0.12543 0.73853 2.65780 0.2 0.2 0.0 0.267
H -0.04387 1.48924 -2.17547 0.0 -0.1 0.1 0.418
C -1.17240 3.99419 -1.11500 0.1 0.0 0.0 -0.388
C -1.57572 4.12252 -2.57886 0.1 0.0 0.3 -0.610
H -1.66917 3.14398 -3.04375 0.0 -0.1 -0.1 0.197
H -0.85444 4.71135 -3.13843 0.0 0.0 -0.1 0.207
H -2.53976 4.62033 -2.64506 -0.1 0.0 -0.1 0.222
H -1.96590 3.47741 -0.56975 0.0 0.0 0.1 0.211
H -1.05285 4.98329 -0.67061 0.0 0.0 0.1 0.225
H 2.62133 2.10660 -1.51872 0.1 -0.1 0.0 0.208
```
Forces are in eV/Å.

As for the spin multiplicity: 1. As for the HOMO energy: -9.20 eV. As for the SMILES: CCC1(CC)NC(=O)N(CC(=O)NC(=O)NCc2ccccc2)C1=O. The orbital gap is 9.86 eV.

Record 3
Entry from OMol25: a molecular structure, C2H7N3O2 (the ωB97M-V functional and the def2-TZVPD basis).

The geometry in XYZ format:
```
14
Properties=species:S:1:pos:R:3:forces:R:3:nbo_charge:R:1
N -2.09514 1.73510 -0.02946 -0.3 0.2 0.2 -0.782
C -1.10747 0.90814 -0.38989 0.2 -0.3 -0.2 0.345
N -1.22835 -0.31924 -0.73704 -0.5 0.0 0.2 -0.727
H -2.99117 1.37188 0.26050 0.1 0.0 -0.2 0.397
H -1.86428 2.65868 0.28430 0.0 0.1 0.0 0.408
H -0.09559 1.30376 -0.42218 0.0 0.2 0.1 0.231
H -0.11757 -0.94055 -0.79120 0.8 -0.1 -0.6 0.473
H -2.16392 -0.70620 -0.79845 0.0 0.0 0.2 0.369
N 1.99415 -1.30451 1.13283 -0.2 -0.4 -0.6 -0.868
C 1.78190 -0.62631 -0.06592 -0.2 -0.2 0.3 0.880
O 1.01784 -1.27646 -0.92018 -0.2 0.0 0.5 -0.799
O 2.22229 0.49846 -0.22046 0.0 0.4 -0.1 -0.696
H 1.85730 -2.30097 1.03023 0.1 0.1 0.3 0.385
H 2.78999 -1.00177 1.66694 0.1 0.0 0.0 0.386
```
Forces are in eV/Å.

As for the spin multiplicity: 1. As for the HOMO energy: -9.11 eV. The orbital gap is 9.59 eV.

Record 4
Entry from OMol25: a single F2H2O2Si molecule (the ωB97M-V functional and the def2-TZVPD basis).

The geometry in XYZ format:
```
7
Properties=species:S:1:pos:R:3:forces:R:3:nbo_charge:R:1
O -0.64173 -1.29585 0.32695 4.1 2.4 -0.4 -1.075
O -0.92183 1.35277 -0.11231 1.6 0.9 0.4 -1.072
F 1.38975 0.43926 1.10384 -1.6 0.4 -0.4 -0.651
F 1.34166 0.08663 -1.23491 -1.4 0.3 -0.1 -0.643
Si 0.26134 0.27968 -0.05855 0.9 -4.5 2.2 2.451
H 0.14307 -1.85501 0.65306 -1.9 0.8 -0.7 0.484
H -1.57226 0.99253 -0.67810 -1.8 -0.3 -1.0 0.506
```
Forces are in eV/Å.

As for the spin multiplicity: 1. As for the HOMO energy: -11.92 eV. As for the SMILES: O[Si](O)(F)F. The orbital gap is 12.03 eV.

E in a.u., matching the order above: -2101.24988, -1181.10855, -395.18169, -641.11442